Entry 1:
The following is a DFT calculation (ωB97M-V/def2-TZVPD) of the molecule C5H9NO2 at a distorted geometry.

```
17
Properties=species:S:1:pos:R:3:lowdin_charge:R:1
O 1.18 2.29 -1.31 0.0968
C 0.64 1.89 -0.30 -0.5210
O -0.07 2.65 0.52 0.1119
C 0.79 0.45 0.16 -0.2285
C 0.71 -0.65 -0.90 -0.1327
C -0.42 -1.54 -0.44 -0.1811
C -1.23 -0.65 0.47 -0.2100
N -0.27 0.19 1.18 -0.0386
H -0.51 1.94 1.07 0.1008
H 1.79 0.43 0.59 0.1579
H 0.57 -0.15 -1.91 0.1366
H 1.69 -1.15 -1.05 0.1179
H -1.09 -1.93 -1.24 0.1226
H -0.04 -2.36 0.15 0.1069
H -1.83 0.05 -0.11 0.1182
H -1.96 -1.14 1.16 0.1351
H 0.07 -0.30 1.96 0.1072
```

Summary:
frontier orbital gap	10.4674	eV
E_LUMO	0.647	eV
total energy	-10916.2603	eV
M	115.132	g mol⁻¹
SMILES string	O=C(O)[C@@H]1CCCN1
net charge	0


Entry 2:
The following is a DFT calculation (ωB97M-V/def2-TZVPD) of the molecule C5H9NO2 at a distorted geometry.

```
17
Properties=species:S:1:pos:R:3:lowdin_charge:R:1
C 0.63 1.16 -2.35 -0.1532
O -0.01 1.11 -1.15 -0.1381
C 0.47 0.20 -0.16 -0.3183
O 0.15 -1.07 -0.73 -0.1069
N -0.91 -1.73 0.07 0.1157
C -1.10 -0.99 1.12 -0.1279
C -0.36 0.28 1.16 -0.2878
C 0.65 0.47 2.32 -0.0532
H 0.37 2.20 -2.87 0.1264
H 0.26 0.37 -3.03 0.0774
H 1.77 0.93 -2.31 0.1161
H 1.58 0.08 -0.16 0.1635
H -2.13 -1.30 1.65 0.1665
H -1.07 1.04 1.08 0.1284
H 0.22 0.42 3.30 0.0592
H 1.03 1.60 2.16 0.1305
H 1.58 -0.16 2.12 0.1018
```

Summary:
frontier orbital gap	10.5591	eV
E_LUMO	0.879	eV
total energy	-10912.5047	eV
M	115.132	g mol⁻¹
SMILES string	CO[C@@H]1ON=C[C@H]1C
net charge	0


Entry 3:
The following is a DFT calculation (ωB97M-V/def2-TZVPD) of the molecule C5H9NO2 at a distorted geometry.

```
17
Properties=species:S:1:pos:R:3:lowdin_charge:R:1
C 1.49 -1.28 -0.44 -0.0487
C 0.37 -0.38 -0.07 -0.1851
C -0.70 0.19 -1.04 -0.0084
C 0.30 0.10 1.24 -0.1612
C -0.67 1.16 1.74 -0.0344
N 1.05 -0.63 2.22 -0.3909
O 0.50 -0.74 3.29 0.0699
O 2.10 -1.15 1.98 0.0634
H 1.63 -2.14 0.18 0.0848
H 2.40 -0.81 -0.32 0.0688
H 1.37 -1.63 -1.41 0.0637
H -1.35 0.71 -0.31 0.0511
H -1.02 -0.69 -1.51 0.0657
H -0.14 0.75 -1.81 0.0999
H -0.76 1.20 2.85 0.0879
H -0.39 2.17 1.47 0.0765
H -1.68 1.02 1.17 0.0970
```

Summary:
frontier orbital gap	9.7640	eV
E_LUMO	0.281	eV
total energy	-10911.6466	eV
M	115.132	g mol⁻¹
SMILES string	CC(C)=C(C)[N+](=O)[O-]
net charge	0


Entry 4:
The following is a DFT calculation (ωB97M-V/def2-TZVPD) of the molecule C5H9NO2 at a distorted geometry.

```
17
Properties=species:S:1:pos:R:3:lowdin_charge:R:1
H -1.53 -2.32 -1.15 0.0561
N -1.88 -1.38 -1.20 0.1582
C -1.47 -0.66 -0.31 -0.4450
C -1.76 0.85 -0.41 -0.0312
C -0.54 -1.01 0.89 -0.1057
O 0.60 -0.18 1.16 -0.0185
C 1.31 0.06 0.03 -0.5343
C 2.45 0.94 0.22 0.0334
O 1.02 -0.57 -0.98 0.0955
H -2.81 1.13 -0.16 0.0913
H -1.47 1.14 -1.47 0.1030
H -0.94 1.28 0.16 0.0523
H -1.18 -0.87 1.84 0.1637
H -0.06 -1.94 0.80 0.1061
H 3.39 0.38 -0.01 0.1225
H 2.59 1.43 1.11 0.0630
H 2.28 1.69 -0.52 0.0898
```

Summary:
frontier orbital gap	10.4445	eV
E_LUMO	0.816	eV
total energy	-10914.9069	eV
M	115.132	g mol⁻¹
SMILES string	[H]/N=C(/C)COC(C)=O
net charge	0


Entry 5:
The following is a DFT calculation (ωB97M-V/def2-TZVPD) of the molecule C5H9NO2 at a distorted geometry.

```
17
Properties=species:S:1:pos:R:3:lowdin_charge:R:1
C -2.54 0.56 -0.34 0.0522
N -1.26 0.23 -0.25 -0.0892
O -0.53 1.26 -0.58 -0.0932
C 0.77 0.67 -0.28 -0.2235
C 0.98 0.71 1.29 -0.1195
C 1.05 -0.82 1.37 -0.1272
C 1.12 -0.82 -0.12 -0.3516
O 0.52 -1.74 -1.10 -0.1120
H -2.86 1.40 -0.84 0.0431
H -3.34 -0.12 -0.02 0.0764
H 1.38 1.28 -1.07 0.1750
H 1.95 1.25 1.52 0.1206
H 0.18 1.17 1.83 0.0944
H 1.68 -1.27 2.12 0.1063
H -0.01 -0.95 1.76 0.1253
H 2.16 -0.77 -0.38 0.1453
H -0.58 -1.51 -1.19 0.1777
```

Summary:
frontier orbital gap	10.2447	eV
E_LUMO	0.942	eV
total energy	-10910.6778	eV
M	115.132	g mol⁻¹
SMILES string	C=NO[C@H]1CC[C@H]1O
net charge	0


Entry 6:
The following is a DFT calculation (ωB97M-V/def2-TZVPD) of the molecule C5H9NO2 at a distorted geometry.

```
17
Properties=species:S:1:pos:R:3:lowdin_charge:R:1
C -1.42 0.27 1.47 -0.0889
C 0.02 -0.27 1.11 -0.1454
C 0.30 -0.59 -0.42 -0.2736
C -1.07 -0.90 -1.04 -0.2230
O -1.49 -0.21 -1.93 0.0589
N 0.88 0.54 -1.08 0.0416
C 2.21 0.80 -1.05 -0.3365
O 2.92 0.17 -0.28 0.0182
H -2.09 0.32 0.61 0.0545
H -1.96 -0.38 2.17 0.0709
H -1.34 1.22 1.99 0.0686
H 0.70 0.57 1.19 0.0942
H 0.32 -0.98 1.88 0.1088
H 0.90 -1.47 -0.63 0.1474
H -1.66 -1.70 -0.53 0.1454
H 0.27 0.99 -1.75 0.1282
H 2.49 1.61 -1.72 0.1307
```

Summary:
frontier orbital gap	10.8575	eV
E_LUMO	0.854	eV
total energy	-10915.3839	eV
M	115.132	g mol⁻¹
SMILES string	CC[C@@H](C=O)NC=O
net charge	0


Entry 7:
The following is a DFT calculation (ωB97M-V/def2-TZVPD) of a cluster of 2 separate species, C5H9NO2 in total.

```
17
Properties=species:S:1:pos:R:3:lowdin_charge:R:1
C -1.80 -1.66 -0.18 -0.1393
N -1.80 -0.33 0.36 0.0308
C -1.24 0.62 -0.24 -0.5924
O -0.59 0.61 -1.42 0.1106
O -1.24 1.85 0.28 0.1034
H -0.78 -2.03 -0.36 0.0663
H -2.37 -1.73 -1.11 0.0819
H -2.27 -2.31 0.56 0.0715
H -0.54 -0.30 -1.76 0.1101
H -1.71 1.81 1.13 0.1259
C 1.55 -0.95 1.11 0.0943
C 1.91 0.07 0.60 -0.2079
C 2.33 1.31 -0.01 -0.1038
H 1.23 -1.84 1.57 0.0195
H 2.77 1.96 0.74 0.0826
H 1.48 1.81 -0.46 0.0638
H 3.07 1.10 -0.79 0.0825
```

Summary:
frontier orbital gap	10.2304	eV
E_LUMO	0.751	eV
total energy	-10913.9845	eV
M	115.132	g mol⁻¹
SMILES string	CN=C(O)O.C#CC
net charge	0


Entry 8:
The following is a DFT calculation (ωB97M-V/def2-TZVPD) of the molecule C5H9NO2 at a distorted geometry.

```
17
Properties=species:S:1:pos:R:3:lowdin_charge:R:1
H 0.85 1.81 0.85 0.0542
N 1.03 0.83 1.06 0.0741
C 1.14 -0.10 0.13 -0.3941
C 2.46 -0.67 -0.26 -0.0323
C -0.08 -0.77 -0.08 -0.2677
O -0.14 -2.15 -0.14 0.0541
C -1.16 0.04 0.29 -0.2597
C -1.49 1.37 -0.33 -0.0348
O -2.24 -0.62 0.80 0.0785
H 3.17 0.14 -0.44 0.0797
H 2.84 -1.32 0.52 0.0915
H 2.37 -1.26 -1.18 0.0745
H -1.00 -2.39 -0.53 0.1039
H -2.31 1.26 -1.04 0.0937
H -0.63 1.79 -0.85 0.0833
H -1.79 2.09 0.43 0.0901
H -3.02 -0.06 0.78 0.1109
```

Summary:
frontier orbital gap	7.1836	eV
E_LUMO	0.132	eV
total energy	-10912.2568	eV
M	115.132	g mol⁻¹
SMILES string	[H]/N=C(C)/C(O)=C(\C)O
net charge	0


Entry 9:
The following is a DFT calculation (ωB97M-V/def2-TZVPD) of a cluster of 2 separate species, C5H9NO2 in total at a distorted geometry.

```
17
Properties=species:S:1:pos:R:3:lowdin_charge:R:1
C 0.49 0.00 -0.07 -0.5056
C -0.87 0.72 -0.22 -0.1394
C 0.49 -1.07 1.00 -0.0556
N 1.04 -0.48 -1.31 0.0331
C 1.67 1.95 1.09 0.0041
C -1.89 -0.27 -0.71 -0.2769
O 0.99 2.37 1.91 0.0704
O -1.92 -0.70 -1.84 0.0512
H 0.81 0.10 -2.11 0.0817
H 0.73 -1.42 -1.54 0.0756
H 1.44 0.87 0.12 0.0580
H -1.16 1.15 0.73 0.1056
H -0.76 1.51 -0.97 0.1255
H -2.57 -0.67 0.07 0.1240
H 1.50 -1.47 1.12 0.0848
H 0.16 -0.66 1.96 0.0804
H -0.16 -1.91 0.74 0.0831
```

Summary:
frontier orbital gap	9.4360	eV
E_LUMO	0.809	eV
total energy	-10913.7849	eV
M	115.132	g mol⁻¹
net charge	0


Entry 10:
The following is a DFT calculation (ωB97M-V/def2-TZVPD) of a structure of composition C5H9NO2 at a distorted geometry.

```
17
Properties=species:S:1:pos:R:3:lowdin_charge:R:1
C -0.66 2.46 0.34 -0.1575
C -0.20 0.21 0.85 -0.3499
C -0.48 0.02 -0.46 -0.0456
C -0.09 -1.00 -1.34 -0.5529
C 0.82 -2.07 -0.90 -0.0619
H -1.70 2.27 -0.15 0.1142
H -0.77 3.65 0.72 0.1505
H 0.21 2.34 -0.39 0.0995
H 0.63 -0.17 2.86 0.2006
H 0.13 -1.53 1.67 0.0903
H -0.76 0.96 -1.17 0.1474
H 1.51 -2.45 -1.81 0.1209
H 1.49 -1.51 -0.26 0.0448
H 0.12 -3.19 -0.56 0.1905
N 0.39 -0.56 1.82 0.1250
O -0.27 1.54 1.34 -0.1182
O -0.39 -0.98 -2.55 0.0023
```

Summary:
frontier orbital gap	9.4149	eV
E_LUMO	0.600	eV
total energy	-10912.1660	eV
M	115.132	g mol⁻¹
net charge	0


Entry 11:
The following is a DFT calculation (ωB97M-V/def2-TZVPD) of the molecule C5H9NO2 at a distorted geometry.

```
17
Properties=species:S:1:pos:R:3:lowdin_charge:R:1
C -1.37 1.41 -1.13 -0.1166
C -1.24 0.35 0.02 -0.2262
N -0.11 -0.62 -0.09 -0.1141
C -0.47 -1.83 0.67 -0.2415
O 0.40 -2.67 0.83 0.0287
C 1.30 -0.29 -0.23 -0.1271
C 2.17 -0.03 1.07 -0.2161
O 3.38 -0.09 1.03 0.0469
H -2.46 1.56 -1.45 0.0799
H -0.95 2.47 -0.82 0.0991
H -0.83 1.24 -2.09 0.0648
H -0.98 0.92 0.90 0.0974
H -2.27 -0.14 0.03 0.1261
H -1.53 -1.91 0.87 0.1152
H 1.49 0.57 -0.87 0.1190
H 1.89 -1.18 -0.68 0.1536
H 1.59 0.24 1.94 0.1108
```

Summary:
frontier orbital gap	9.8591	eV
E_LUMO	0.669	eV
total energy	-10914.3113	eV
M	115.132	g mol⁻¹
SMILES string	CCN(C=O)CC=O
net charge	0


Entry 12:
The following is a DFT calculation (ωB97M-V/def2-TZVPD) of a structure of composition C5H9NO2 at a distorted geometry.

```
17
Properties=species:S:1:pos:R:3:lowdin_charge:R:1
C -0.11 -0.17 -1.24 -0.3077
C 0.78 -0.94 -0.22 -0.2314
C 1.40 0.10 0.72 -0.1625
C -0.87 0.88 0.92 -0.1431
C -1.15 -0.26 -0.10 -0.2296
H -0.27 1.52 -2.21 0.1256
H -0.40 -0.83 -2.06 0.1519
H 1.51 -1.65 -0.64 0.1436
H 1.88 0.87 0.13 0.1189
H 2.11 -0.34 1.42 0.1264
H -1.61 0.88 1.75 0.1298
H -0.89 1.84 0.37 0.1231
H -2.23 -0.39 -0.32 0.1407
H -0.48 -1.71 1.28 0.1084
N -0.47 -1.53 0.29 0.0505
O 0.39 1.07 -1.63 -0.0159
O 0.40 0.65 1.54 -0.1288
```

Summary:
frontier orbital gap	9.6998	eV
E_LUMO	0.722	eV
total energy	-10914.3662	eV
M	115.132	g mol⁻¹
net charge	0


Entry 13:
The following is a DFT calculation (ωB97M-V/def2-TZVPD) of the molecule C5H9NO2 at a distorted geometry.

```
17
Properties=species:S:1:pos:R:3:lowdin_spin:R:1
C 1.55 1.06 0.19 0.5908
C 2.01 -0.32 -0.34 0.1401
C 0.76 -1.14 -0.38 0.0197
C -0.33 -0.40 0.33 0.0966
C -2.32 0.66 -0.25 0.0176
N 0.35 1.09 0.60 0.9404
O -0.67 -0.87 1.56 0.0388
O -1.33 -0.34 -0.58 0.0265
H 2.16 1.99 0.22 0.0620
H 2.47 -0.01 -1.34 0.0267
H 2.88 -0.69 0.28 0.0254
H 0.55 -1.40 -1.39 0.0009
H 1.09 -1.99 0.17 0.0012
H -3.30 0.35 0.10 0.0015
H -2.53 1.28 -1.25 -0.0002
H -1.79 1.30 0.37 0.0100
H -1.55 -0.56 1.72 0.0019
```

Summary:
frontier orbital gap (spin up / spin down)	5.3452 / 7.9097	eV
E_LUMO (spin up / spin down)	0.775 / -2.058	eV
total energy	-10909.5305	eV
M	115.132	g mol⁻¹
net charge	0
multiplicity	3


Entry 14:
The following is a DFT calculation (ωB97M-V/def2-TZVPD) of the molecule C5H9NO3.

```
18
Properties=species:S:1:pos:R:3:lowdin_charge:R:1
N 1.22 0.23 0.24 -0.0260
C 0.41 1.17 -0.73 -0.5646
O 2.48 -0.11 -0.29 0.0528
O 0.19 2.35 -0.09 0.1086
O 0.63 1.02 -1.91 0.0858
H 2.30 -0.08 -1.26 0.1157
H -0.03 3.01 -0.77 0.1372
H 1.42 0.68 1.14 0.1859
C 0.21 -0.88 0.44 -0.3384
C -1.15 -0.03 0.03 -0.1817
C 0.23 -1.42 1.75 -0.0079
C -2.02 -0.45 -0.92 -0.0053
H 0.38 -1.58 -0.37 0.1480
H -1.54 0.52 0.89 0.1056
H -0.15 -2.42 1.91 0.0382
H -1.67 -1.01 -1.78 0.0606
H -3.08 -0.25 -0.86 0.0497
H 0.17 -0.75 2.60 0.0359
```

Summary:
frontier orbital gap (spin up / spin down)	5.8451 / 7.5343	eV
E_LUMO (spin up / spin down)	-0.355 / 0.102	eV
total energy	-12957.1931	eV
M	131.131	g mol⁻¹
net charge	0


Entry 15:
The following is a DFT calculation (ωB97M-V/def2-TZVPD) of a cluster of 2 separate species, C5H9NO3 in total at a distorted geometry.

```
18
Properties=species:S:1:pos:R:3:lowdin_charge:R:1
C 0.02 0.70 -0.16 -0.0192
C -1.83 -0.17 1.69 -0.0420
N -1.24 -0.49 0.39 -0.2591
C 1.98 1.02 -1.00 -0.3887
C 0.30 -0.68 0.09 -0.2315
C 1.02 -1.74 -0.17 0.1200
O -2.15 -1.12 -0.48 0.0060
O 2.07 2.32 -1.45 -0.0135
O 2.95 0.30 -1.20 -0.0252
H -2.56 -0.40 -0.99 0.1112
H 2.98 2.41 -1.83 0.0942
H -0.48 1.04 -1.07 0.1130
H 0.20 1.40 0.65 0.1122
H -2.33 -1.06 2.08 0.0870
H -2.55 0.64 1.58 0.0898
H -1.04 0.12 2.38 0.0950
H 0.63 -2.73 0.04 0.0820
H 2.02 -1.57 -0.57 0.0687
```

Summary:
frontier orbital gap	7.8323	eV
E_LUMO	0.435	eV
total energy	-12956.9454	eV
M	131.131	g mol⁻¹
net charge	0